(1)
Entry from the OMol25 dataset: a 11-piece molecular cluster, C21H64O14 overall (wB97M-V/def2-TZVPD).

```
99
Properties=species:S:1:pos:R:3:forces:R:3
C -13.72767 -2.00637 27.11999 0.69 -1.38 0.29
C -13.86498 -0.54477 26.74943 0.55 -0.21 0.58
C -13.50570 0.36508 27.92272 -0.76 0.05 0.46
O -12.98096 -0.23528 25.66717 -0.10 -0.35 -0.27
H -13.60886 -2.66915 26.25676 -0.43 0.31 -0.24
H -14.56557 -2.37830 27.71349 -0.26 0.27 -0.22
H -12.87097 -2.31760 27.73421 0.18 0.78 0.02
H -14.90912 -0.46774 26.43272 0.03 0.60 -0.04
H -13.57137 1.42223 27.65957 0.01 -0.02 -0.11
H -12.51130 0.17181 28.32350 0.16 -0.14 -0.34
H -14.18188 0.20714 28.77069 -0.09 -0.01 -0.14
H -13.31258 0.55086 25.22477 0.04 0.05 0.03
C -13.01077 -5.95259 28.03476 -0.16 0.69 0.53
C -13.31163 -6.68515 26.70395 0.87 0.16 2.02
C -12.27712 -6.36540 25.66710 0.29 -0.16 -1.10
O -13.20589 -8.09732 26.97329 -0.63 0.23 -0.46
H -13.93143 -5.82709 28.61561 0.00 -0.01 -0.06
H -12.58085 -4.94842 27.92917 -0.24 -0.02 -0.41
H -12.31168 -6.44305 28.71436 0.09 -0.51 -0.48
H -14.34231 -6.39402 26.48487 0.10 -0.24 -0.76
H -11.26725 -6.47742 26.06421 -0.11 -0.03 0.27
H -12.34351 -5.36771 25.22785 -0.23 0.12 0.32
H -12.34450 -7.05857 24.82365 -0.13 -0.04 0.08
H -14.01788 -8.34875 27.42673 0.16 -0.15 0.04
C -5.73746 0.09929 24.14901 -0.09 -0.09 0.58
C -5.28521 1.01463 25.30363 -1.36 -1.32 0.37
C -6.51546 1.60065 26.02305 0.49 0.80 -0.27
O -4.53960 0.24694 26.23928 0.71 0.42 -0.23
H -4.91748 -0.42769 23.65990 0.21 0.41 -0.13
H -6.34670 0.67516 23.44917 0.05 -0.13 -0.21
H -6.34612 -0.70334 24.57746 -0.28 0.14 -0.08
H -4.70680 1.84776 24.90570 0.46 -0.19 0.26
H -7.25054 1.94251 25.28868 -0.07 0.00 0.18
H -6.18218 2.46216 26.60715 -0.09 0.10 -0.08
H -6.99019 0.95726 26.76295 0.03 -0.51 -0.33
H -5.10676 -0.44390 26.62831 0.05 0.47 -0.14
C -10.57512 0.07753 31.41587 -0.38 0.78 -0.73
C -9.79960 -0.17040 30.12795 1.03 -0.48 0.71
C -8.40336 0.48800 30.22498 -0.56 -0.21 -0.36
O -9.62692 -1.57624 30.01796 0.12 -0.55 -0.07
H -10.10579 -0.32760 32.30906 0.19 -0.35 -0.21
H -11.58854 -0.30908 31.30490 -0.01 -0.01 0.24
H -10.61389 1.16238 31.56481 -0.26 -0.07 0.04
H -10.34271 0.12942 29.22334 -0.05 0.58 0.25
H -7.90440 0.10775 31.11650 0.06 -0.15 -0.07
H -8.42784 1.57476 30.31424 -0.15 0.04 -0.17
H -7.84523 0.20285 29.33076 0.22 0.14 0.09
H -9.24964 -1.78565 29.14010 -0.22 0.27 0.28
C -10.38397 2.95045 25.00584 -0.56 -0.32 -0.33
C -10.28331 3.90987 26.18392 0.70 0.05 0.45
C -9.05716 3.57298 27.04094 -0.13 0.44 0.15
O -10.18867 5.27992 25.79209 -0.29 -0.09 -0.29
H -9.76293 3.27721 24.16881 0.12 -0.01 0.08
H -11.40323 2.83277 24.62593 -0.01 0.43 -0.02
H -10.10869 1.92847 25.27171 0.29 0.09 0.16
H -11.18954 3.87576 26.78903 0.00 -0.14 0.01
H -8.15651 3.89809 26.51532 0.03 -0.35 -0.21
H -9.00088 2.51243 27.27752 0.10 -0.04 0.00
H -9.02744 4.15012 27.96734 -0.32 -0.06 0.03
H -9.39741 5.37630 25.24928 -0.04 0.02 0.04
O -6.43021 -6.11565 28.65618 0.20 -0.24 -0.02
C -7.21322 -5.06556 28.16600 0.06 1.22 -0.55
C -8.70386 -5.27783 28.19460 -0.71 -0.46 -0.08
O -9.07920 -6.49716 27.54575 0.10 0.30 0.17
H -6.26617 -6.03085 29.59811 -0.20 0.11 0.04
H -7.00712 -4.09563 28.64111 0.00 -0.17 0.45
H -6.91297 -4.86270 27.13091 0.05 -0.47 -0.12
H -9.24572 -4.46678 27.69701 0.42 0.35 0.10
H -9.08073 -5.28620 29.22014 0.04 -0.38 -0.01
H -8.89509 -6.34458 26.61117 -0.02 -0.27 0.02
O -8.93202 -1.76531 27.34841 -0.43 -0.13 0.04
C -9.99200 -1.38502 26.46601 0.57 0.14 -0.57
C -9.99674 -2.33498 25.27742 -0.68 0.37 0.63
O -8.74872 -2.21891 24.64419 0.06 0.19 -0.27
H -8.13159 -1.70076 26.80364 0.11 -0.13 0.33
H -10.98840 -1.36736 26.90039 0.28 -0.26 0.62
H -9.75415 -0.35131 26.19296 -0.35 -0.02 -0.54
H -10.86751 -2.09064 24.65396 0.24 0.13 -0.28
H -10.17685 -3.34563 25.66786 0.17 -0.06 -0.04
H -8.74355 -2.75495 23.84185 0.23 -0.26 0.09
O -7.10962 -1.93536 21.59495 -0.30 -0.77 0.19
C -8.21833 -1.84433 20.69841 0.43 1.37 0.09
C -9.42949 -1.20027 21.39198 0.29 -0.81 0.56
O -10.42170 -0.73494 20.49909 0.27 0.08 0.01
H -6.74405 -1.06067 21.75361 -0.07 0.04 0.06
H -7.87472 -1.20855 19.87898 -0.48 -0.21 -0.41
H -8.45683 -2.84511 20.35248 0.12 -0.05 -0.13
H -9.08283 -0.43372 22.08964 0.08 0.20 -0.21
H -9.84629 -1.97776 22.04255 -0.25 0.12 0.02
H -10.60362 0.17514 20.74387 -0.16 0.01 -0.19
O -9.18288 -4.49968 22.76572 -0.09 0.19 -0.21
H -8.68262 -4.98591 22.09829 -0.02 -0.04 0.17
H -9.95296 -4.15535 22.29459 0.04 -0.19 0.04
O -6.10291 -1.79563 27.32346 0.05 -0.45 -0.14
H -5.72132 -2.52449 26.81032 -0.12 0.10 0.09
H -6.26438 -2.16829 28.20037 0.05 0.17 -0.07
O -5.92022 -4.34602 23.04376 -0.07 -0.16 -0.10
H -6.57397 -3.93131 22.46538 0.18 0.31 0.18
H -5.07296 -4.11367 22.65003 -0.06 0.00 0.01
```
Forces are in eV/Å.

Summary:
- SMILES = CC(C)O.CC(C)O.CC(C)O.CC(C)O.CC(C)O.OCCO.OCCO.OCCO.O.O.O
- E_HOMO (eV) = -9.7

***

(2)
Entry from the OMol25 dataset: a 10-piece molecular cluster, C21H65N3O10 overall (wB97M-V/def2-TZVPD).

```
99
Properties=species:S:1:pos:R:3:forces:R:3
C -0.58747 -8.36064 -0.51501 0.88 -0.23 -0.52
O -0.30597 -6.98068 -0.57473 -0.27 0.03 0.23
C -0.61353 -6.28494 0.61965 -0.71 0.34 -0.48
C -0.81661 -4.81390 0.26272 -0.20 0.49 1.15
C 0.50056 -4.14337 -0.02442 0.78 0.07 -1.29
N -1.48771 -4.12336 1.40127 -0.43 -0.48 -0.32
H -0.58306 -8.73344 -1.54273 -0.20 0.12 0.05
H -1.54921 -8.59358 -0.05274 0.03 0.10 0.12
H 0.24280 -8.88981 -0.02684 -0.32 -0.05 0.34
H -1.55802 -6.65909 1.03610 -0.01 -0.14 -0.01
H 0.14859 -6.39562 1.39622 0.19 -0.04 -0.06
H -1.49832 -4.71389 -0.58926 0.38 -0.42 -0.34
H 0.42104 -3.05880 -0.11349 -0.20 0.02 0.16
H 0.86736 -4.49422 -0.99947 -0.11 0.07 0.01
H 1.33037 -4.37945 0.64568 -0.41 -0.03 0.48
H -1.92000 -3.28222 1.00376 0.40 0.14 0.20
H -2.32223 -4.68686 1.58833 0.22 0.06 0.33
C -2.20954 5.96984 2.50283 -0.23 0.70 0.04
O -2.24844 5.13951 1.37560 -0.33 -0.07 -0.48
C -2.94805 3.93387 1.54853 -0.66 -0.75 0.28
C -3.02061 3.14084 0.24066 0.67 -0.52 0.22
C -3.60623 1.75396 0.46631 0.13 0.10 0.48
N -1.65582 3.04861 -0.32300 -0.55 0.61 -0.13
H -3.19017 6.37435 2.78761 -0.22 -0.52 0.01
H -1.66839 6.87390 2.22213 0.45 -0.27 0.06
H -1.75454 5.46990 3.35929 0.12 0.05 0.07
H -2.44527 3.28834 2.28257 0.26 0.07 0.09
H -3.96167 4.06916 1.94985 -0.04 0.42 -0.06
H -3.68515 3.61608 -0.48436 0.27 0.42 -0.01
H -4.59976 1.84165 0.91157 -0.06 -0.14 -0.14
H -2.99555 1.15769 1.15104 0.03 0.08 0.03
H -3.65252 1.19035 -0.46272 -0.19 0.08 -0.08
H -1.30933 3.99077 -0.14752 0.45 -0.12 -0.53
H -1.04760 2.46254 0.24397 -0.17 -0.14 0.10
C 0.25843 -3.51074 -4.31791 0.02 -0.05 0.03
O -0.36347 -2.25601 -4.18806 -0.08 0.06 0.16
C -0.45933 -1.84124 -2.83768 0.07 -0.16 -0.46
C -1.15072 -0.49285 -2.79197 1.08 0.70 0.15
C -0.40015 0.56187 -3.60477 0.03 0.26 -0.31
N -1.25974 -0.03909 -1.39954 -0.90 0.11 -0.02
H 0.40291 -3.66811 -5.38323 -0.02 -0.20 0.00
H -0.34557 -4.31290 -3.88014 -0.15 -0.02 -0.11
H 1.23191 -3.55765 -3.81421 0.07 0.23 -0.03
H -1.00496 -2.59569 -2.25470 0.02 0.09 0.12
H 0.57089 -1.76029 -2.45256 -0.15 0.08 0.30
H -2.15243 -0.56387 -3.22134 -0.06 -0.25 0.15
H 0.59390 0.82806 -3.23656 0.09 -0.65 0.24
H -0.91375 1.52444 -3.51712 -0.31 -0.16 -0.35
H -0.30475 0.24096 -4.64304 -0.07 0.25 -0.03
H -1.67389 0.89291 -1.45741 -0.07 -0.06 0.25
H -0.36061 0.17787 -0.97604 0.25 -0.22 -0.28
C 2.48559 2.69955 -2.61573 0.16 -0.27 0.41
C 3.76132 3.51219 -2.61393 0.26 -0.04 -0.03
C 4.16786 4.00462 -1.22665 -0.39 -0.03 -0.02
O 4.80036 2.69156 -3.16248 -0.04 -0.15 0.02
H 2.53520 1.80308 -1.98654 0.29 0.23 0.28
H 2.26247 2.28545 -3.59770 -0.18 0.54 -0.19
H 1.70496 3.33647 -2.19872 -0.34 -0.20 -0.33
H 3.62208 4.36637 -3.28536 -0.08 0.09 0.06
H 5.11122 4.54843 -1.27647 0.12 -0.16 0.08
H 4.23878 3.14591 -0.55574 0.29 0.00 0.02
H 3.44488 4.68419 -0.76838 -0.12 0.01 -0.24
H 5.57396 3.24252 -3.31620 0.00 -0.03 0.04
C 3.53327 1.91306 2.84069 0.16 0.72 -0.71
O 4.05001 2.95093 3.67606 0.06 -0.42 0.09
H 4.23766 1.11048 2.62260 0.07 -0.07 0.35
H 2.57862 1.52346 3.19232 0.03 -0.08 0.16
H 3.38105 2.41376 1.88250 -0.28 -0.22 -0.09
H 4.60406 2.55721 4.35499 -0.09 0.08 0.09
C -4.14611 -2.01352 -0.34842 -0.07 -0.04 0.69
O -2.87858 -1.69229 0.21200 0.14 0.30 -0.95
H -4.37306 -1.59545 -1.33158 0.41 0.23 -0.02
H -4.24373 -3.09796 -0.43934 -0.08 -0.04 0.07
H -4.89135 -1.63431 0.35443 -0.30 -0.19 -0.16
H -2.37704 -1.10468 -0.42038 0.07 -0.20 0.42
C 3.01044 -1.37666 0.13941 0.20 0.12 0.36
O 3.29360 0.02696 0.12358 0.20 -0.14 0.16
H 2.64925 -1.64299 1.13128 -0.25 0.21 -0.01
H 2.24829 -1.59755 -0.60488 0.08 -0.32 -0.08
H 3.92014 -1.96662 0.02031 -0.04 0.01 -0.41
H 3.90671 0.20252 -0.59775 -0.07 0.12 -0.02
C 1.14481 4.38639 1.47965 0.24 0.15 0.74
O 2.07160 5.13518 2.26611 -0.01 -0.07 -0.11
H 1.68335 3.79871 0.73370 -0.35 0.00 -0.22
H 0.56044 3.72129 2.12595 0.01 -0.16 -0.18
H 0.44398 5.09781 1.04908 0.13 -0.03 -0.27
H 2.68444 4.50664 2.66656 0.04 0.15 0.14
C -2.10481 -1.30876 3.76314 0.18 -0.56 -0.53
O -0.84376 -1.27933 4.42814 -0.11 0.36 -0.01
H -1.97647 -1.70493 2.75069 -0.18 -0.11 0.09
H -2.80126 -1.94564 4.31552 -0.17 0.14 -0.09
H -2.52684 -0.31429 3.62716 0.24 0.16 0.46
H -0.47039 -2.16000 4.33137 0.03 0.01 -0.01
C 0.22076 0.26260 1.37436 0.68 -0.17 0.36
O 0.77008 1.22997 0.47208 0.19 -0.75 -0.04
H -0.86426 0.32201 1.42649 0.04 0.42 0.10
H 0.43021 -0.77253 1.08244 0.04 0.04 -0.26
H 0.71179 0.40372 2.34093 -0.56 -0.06 0.25
H 1.71581 0.96932 0.39960 -0.46 0.38 -0.24
```
Forces are in eV/Å.

Summary:
- SMILES = COC[C@H](C)N.COC[C@H](C)N.COC[C@H](C)N.CC(C)O.CO.CO.CO.CO.CO.CO
- E_HOMO (eV) = -9.2

***

Number 2 is which compound? C21H65N3O10